Entry 1:
Formula: C26H26N4O4
Source: OMol25
Level of theory: the ωB97M-V functional and the def2-TZVPD basis

Geometry as ORCA input:
```
! RIJCOSX wB97M-V def2-TZVPD def2/J DEFGRID3
* xyz 0 1
O 3.463 -2.353 -2.196
C 2.710 -1.278 -1.939
C 1.251 -1.136 -2.687
C 0.686 0.007 -1.906
C -0.858 0.511 -2.299
C -1.834 -0.779 -1.878
O -3.153 -0.367 -1.371
C 1.693 0.569 -0.741
O 1.359 1.384 0.276
O 2.964 -0.088 -1.087
H 0.798 -1.771 -3.566
H -0.923 0.750 -3.464
H -1.161 1.485 -1.678
H -1.862 -1.491 -2.809
H -1.271 -1.331 -0.989
H -3.593 0.162 -2.109
C -5.248 3.498 1.020
C -3.869 3.655 0.931
C -3.264 3.453 -0.300
N -3.937 3.108 -1.419
C -5.274 2.960 -1.301
C -5.968 3.144 -0.116
H -5.757 3.649 1.968
H -3.279 3.929 1.798
H -2.191 3.567 -0.421
H -5.791 2.680 -2.215
H -7.044 3.014 -0.080
C 1.831 -6.060 -1.732
C 1.692 -7.400 -1.385
C 2.683 -7.983 -0.612
N 3.781 -7.327 -0.178
C 3.889 -6.028 -0.532
C 2.950 -5.357 -1.298
H 1.073 -5.568 -2.335
H 0.832 -7.976 -1.708
H 2.619 -9.025 -0.313
H 4.782 -5.523 -0.173
H 3.087 -4.312 -1.551
C -0.058 -1.487 3.840
C -0.050 -0.504 2.855
C -0.393 -0.868 1.563
N -0.733 -2.124 1.201
C -0.731 -3.057 2.178
C -0.406 -2.790 3.498
H 0.204 -1.240 4.864
H 0.217 0.520 3.089
H -0.405 -0.136 0.760
H -1.005 -4.059 1.861
H -0.422 -3.578 4.242
C 2.642 5.811 2.248
C 2.650 6.794 1.264
C 2.307 6.430 -0.029
N 1.967 5.173 -0.391
C 1.969 4.241 0.586
C 2.294 4.508 1.907
H 2.904 6.058 3.272
H 2.917 7.818 1.497
H 2.295 7.161 -0.832
H 1.695 3.239 0.269
H 2.278 3.720 2.651
*
```

Results
* HOMO-LUMO gap: 7.65 eV
* energy relative to the best compared isomer or geometry (same formula, charge and spin): 231.0 kcal/mol
* strongest force on any atom: 9.77 eV/A
* structure (SMILES): O=C1C=C(CCO)C(=O)O1.c1ccncc1.c1ccncc1.c1ccncc1.c1ccncc1
* energy: -41527.370 eV
* HOMO level: -9.4731 eV
* E_LUMO: -0.0671 hartree

---

Entry 2:
Formula: C26H26N5O4S2Y
Source: OMol25
Level of theory: the ωB97M-V functional and the def2-TZVPD basis

Geometry as ORCA input:
```
! RIJCOSX wB97M-V def2-TZVPD def2/J DEFGRID3
* xyz 0 1
Y -0.483 0.000 -0.149
C -2.460 4.235 3.291
S -1.607 4.642 1.769
C -1.624 3.128 0.852
S -2.207 1.671 1.523
N -1.170 3.358 -0.363
N -1.112 2.189 -1.101
C -1.066 2.319 -2.368
C -1.134 1.107 -3.218
C -1.123 1.209 -4.600
C -1.292 0.056 -5.355
C -1.487 -1.149 -4.707
C -1.486 -1.160 -3.317
N -1.313 -0.066 -2.589
H -2.407 5.144 3.893
H -1.972 3.425 3.826
H -3.503 3.976 3.128
H -1.062 3.304 -2.831
H -0.983 2.172 -5.071
H -1.280 0.110 -6.436
H -1.637 -2.067 -5.256
H -1.631 -2.077 -2.759
C 0.943 -4.310 -1.335
C 0.960 -2.806 -1.395
O 0.076 -2.219 -0.758
C 1.974 -2.104 -2.168
C 2.875 -2.862 -2.945
C 3.862 -2.277 -3.697
C 3.973 -0.879 -3.674
C 3.125 -0.106 -2.926
C 2.092 -0.684 -2.146
O 1.326 0.083 -1.441
H 0.155 -4.606 -0.647
H 1.899 -4.700 -0.986
H 0.754 -4.743 -2.319
H 2.785 -3.939 -2.950
H 4.539 -2.878 -4.287
H 4.750 -0.393 -4.254
H 3.218 0.973 -2.910
N 1.237 1.592 0.898
C 1.827 1.115 2.164
C 2.269 -0.344 2.107
C 1.121 -1.359 2.075
O 1.297 -2.546 2.288
O -0.021 -0.815 1.775
H 1.925 1.577 0.152
H 0.906 2.546 0.991
H 1.060 1.232 2.932
H 2.683 1.735 2.451
H 2.899 -0.581 2.967
H 2.895 -0.519 1.224
N -2.582 -1.306 0.007
C -2.878 -1.954 0.909
C -3.129 -2.746 2.087
C -2.016 -3.262 2.751
C -2.232 -4.025 3.888
C -3.524 -4.261 4.338
C -4.620 -3.735 3.666
C -4.430 -2.968 2.529
H -1.013 -3.052 2.398
H -1.383 -4.431 4.421
H -3.680 -4.861 5.226
H -5.622 -3.921 4.028
H -5.268 -2.544 1.994
*
```

Results
* HOMO-LUMO gap: 7.32 eV
* energy relative to the best compared isomer or geometry (same formula, charge and spin): 0.0 kcal/mol
* strongest force on any atom: 0.79 eV/A
* energy: -65744.275 eV
* HOMO level: -7.7186 eV
* E_LUMO: -0.0146 hartree

---

Entry 3:
Formula: C26H26N5PdSTe
Source: OMol25
Level of theory: the ωB97M-V functional and the def2-TZVPD basis

Geometry as ORCA input:
```
! RIJCOSX wB97M-V def2-TZVPD def2/J DEFGRID3
* xyz -1 1
Pd 0.726 -1.627 -0.022
C -2.559 -2.805 -1.501
C -2.932 -2.345 -0.105
C -4.228 -1.958 0.273
C -4.423 -1.559 1.586
C -3.349 -1.520 2.464
C -2.093 -1.900 2.005
N -1.910 -2.305 0.745
C -0.871 -1.679 2.814
C -0.916 -1.878 4.205
C 0.126 -1.341 4.898
C 1.172 -0.757 4.243
C 1.200 -0.741 2.839
N 0.184 -1.269 2.136
C 2.312 -0.132 2.077
C 3.461 -0.865 1.814
C 4.348 -0.285 0.949
C 4.087 0.955 0.411
C 2.935 1.642 0.866
C 2.663 3.062 0.370
N 2.089 1.127 1.679
H -3.406 -3.009 -2.141
H -1.885 -3.659 -1.489
H -2.011 -2.015 -1.996
H -5.055 -1.910 -0.427
H -5.368 -1.184 1.934
H -3.581 -1.069 3.428
H -1.780 -2.345 4.674
H 0.208 -1.357 5.969
H 2.060 -0.302 4.708
H 3.517 -1.872 2.222
H 5.257 -0.856 0.665
H 4.747 1.459 -0.313
H 2.652 3.150 -0.715
H 3.444 3.692 0.795
H 1.737 3.421 0.773
Te 1.863 -2.610 -1.974
C 1.882 -1.397 -3.713
C 2.760 -1.765 -4.736
C 2.771 -1.110 -5.973
C 1.921 -0.083 -6.222
C 1.086 0.380 -5.192
C 1.013 -0.337 -3.976
H 3.463 -2.591 -4.518
H 3.519 -1.395 -6.707
H 1.964 0.430 -7.178
H 0.465 1.298 -5.309
H 0.323 0.000 -3.188
S -2.141 1.402 -2.092
C -2.195 2.250 -0.664
N -2.264 1.727 0.581
C -2.151 2.743 1.624
C -2.087 4.058 0.862
N -2.140 3.601 -0.533
H -2.088 0.739 0.715
H -1.286 2.522 2.286
H -3.030 2.786 2.237
H -1.149 4.530 1.071
H -2.975 4.674 1.125
H -2.081 4.181 -1.359
*
```

Results
* HOMO-LUMO gap: 4.61 eV
* strongest force on any atom: 3.16 eV/A
* energy: -56443.796 eV
* HOMO level: -2.1720 eV
* E_LUMO: 0.0895 hartree

---

Entry 4:
Formula: C26H26N6OS
Source: OMol25
Level of theory: the ωB97M-V functional and the def2-TZVPD basis

Geometry as ORCA input:
```
! RIJCOSX wB97M-V def2-TZVPD def2/J DEFGRID3
* xyz 0 1
C 3.260 0.552 -1.066
C 2.667 0.404 -2.430
C 3.411 0.684 -3.569
C 2.869 0.567 -4.837
C 1.554 0.166 -4.997
C 0.790 -0.123 -3.883
C 1.346 -0.016 -2.615
N 0.514 -0.284 -1.504
C -0.581 0.453 -1.147
S -1.162 1.850 -2.026
C -0.178 3.124 -1.142
C 0.068 2.721 0.302
O 1.186 2.356 0.635
N -0.941 2.795 1.179
C -2.324 3.103 0.904
C -3.219 1.892 1.224
N -2.823 1.240 2.461
C -2.707 -0.146 2.470
C -1.745 -0.828 3.216
C -1.701 -2.209 3.220
C -2.606 -2.951 2.485
C -3.575 -2.287 1.754
C -3.634 -0.908 1.752
C -1.964 2.060 3.273
C -0.655 2.378 2.546
N -1.115 -0.014 -0.054
N -0.395 -1.057 0.334
C 0.585 -1.236 -0.522
C 1.523 -2.335 -0.420
C 2.290 -2.800 -1.488
C 3.138 -3.873 -1.265
N 3.258 -4.484 -0.100
C 2.516 -4.054 0.908
C 1.635 -2.992 0.808
H 4.220 1.059 -1.125
H 2.605 1.125 -0.410
H 3.419 -0.424 -0.606
H 4.435 1.009 -3.453
H 3.474 0.794 -5.702
H 1.122 0.079 -5.982
H -0.240 -0.434 -3.983
H 0.789 3.202 -1.641
H -0.720 4.062 -1.240
H -2.614 3.970 1.510
H -2.460 3.362 -0.143
H -3.128 1.173 0.407
H -4.260 2.239 1.288
H -1.001 -0.294 3.787
H -0.938 -2.709 3.801
H -2.558 -4.030 2.483
H -4.300 -2.849 1.182
H -4.415 -0.417 1.192
H -1.754 1.560 4.218
H -2.500 2.986 3.509
H -0.095 3.167 3.061
H -0.021 1.488 2.492
H 2.226 -2.352 -2.467
H 3.755 -4.262 -2.064
H 2.639 -4.590 1.839
H 1.033 -2.661 1.639
*
```

Results
* HOMO-LUMO gap: 7.61 eV
* energy relative to the best compared isomer or geometry (same formula, charge and spin): 1.2 kcal/mol
* strongest force on any atom: 1.20 eV/A
* structure (SMILES): Cc1ccccc1-n1c(SCC(=O)N2CCN(c3ccccc3)CC2)nnc1-c1ccncc1
* energy: -49207.729 eV
* HOMO level: -7.3853 eV
* E_LUMO: 0.0081 hartree

---

- What is the HOMO level in the second record?
  -7.7186 eV

---

What did the fourth record say?
Formula: C26H26N6OS
Source: OMol25
Level of theory: the ωB97M-V functional and the def2-TZVPD basis

Geometry as ORCA input:
```
! RIJCOSX wB97M-V def2-TZVPD def2/J DEFGRID3
* xyz 0 1
C 3.260 0.552 -1.066
C 2.667 0.404 -2.430
C 3.411 0.684 -3.569
C 2.869 0.567 -4.837
C 1.554 0.166 -4.997
C 0.790 -0.123 -3.883
C 1.346 -0.016 -2.615
N 0.514 -0.284 -1.504
C -0.581 0.453 -1.147
S -1.162 1.850 -2.026
C -0.178 3.124 -1.142
C 0.068 2.721 0.302
O 1.186 2.356 0.635
N -0.941 2.795 1.179
C -2.324 3.103 0.904
C -3.219 1.892 1.224
N -2.823 1.240 2.461
C -2.707 -0.146 2.470
C -1.745 -0.828 3.216
C -1.701 -2.209 3.220
C -2.606 -2.951 2.485
C -3.575 -2.287 1.754
C -3.634 -0.908 1.752
C -1.964 2.060 3.273
C -0.655 2.378 2.546
N -1.115 -0.014 -0.054
N -0.395 -1.057 0.334
C 0.585 -1.236 -0.522
C 1.523 -2.335 -0.420
C 2.290 -2.800 -1.488
C 3.138 -3.873 -1.265
N 3.258 -4.484 -0.100
C 2.516 -4.054 0.908
C 1.635 -2.992 0.808
H 4.220 1.059 -1.125
H 2.605 1.125 -0.410
H 3.419 -0.424 -0.606
H 4.435 1.009 -3.453
H 3.474 0.794 -5.702
H 1.122 0.079 -5.982
H -0.240 -0.434 -3.983
H 0.789 3.202 -1.641
H -0.720 4.062 -1.240
H -2.614 3.970 1.510
H -2.460 3.362 -0.143
H -3.128 1.173 0.407
H -4.260 2.239 1.288
H -1.001 -0.294 3.787
H -0.938 -2.709 3.801
H -2.558 -4.030 2.483
H -4.300 -2.849 1.182
H -4.415 -0.417 1.192
H -1.754 1.560 4.218
H -2.500 2.986 3.509
H -0.095 3.167 3.061
H -0.021 1.488 2.492
H 2.226 -2.352 -2.467
H 3.755 -4.262 -2.064
H 2.639 -4.590 1.839
H 1.033 -2.661 1.639
*
```

Results
* HOMO-LUMO gap: 7.61 eV
* energy relative to the best compared isomer or geometry (same formula, charge and spin): 1.2 kcal/mol
* strongest force on any atom: 1.20 eV/A
* structure (SMILES): Cc1ccccc1-n1c(SCC(=O)N2CCN(c3ccccc3)CC2)nnc1-c1ccncc1
* energy: -49207.729 eV
* HOMO level: -7.3853 eV
* E_LUMO: 0.0081 hartree